{
  "formula": "C39H44N5O6",
  "method": "ωB97M-V with the def2-TZVPD basis set",
  "species": ["C", "C", "N", "C", "C", "N", "C", "C", "H", "H", "H", "H", "H", "H", "H", "H", "H", "H", "H", "N", "C", "C", "C", "C", "C", "H", "H", "H", "H", "H", "N", "C", "C", "C", "C", "C", "H", "H", "H", "H", "H", "N", "C", "C", "C", "C", "C", "H", "H", "H", "H", "H", "C", "C", "C", "C", "C", "C", "O", "O", "H", "H", "H", "H", "H", "H", "C", "C", "C", "C", "C", "C", "O", "O", "H", "H", "H", "H", "H", "H", "C", "C", "C", "C", "C", "C", "O", "O", "H", "H", "H", "H", "H", "H"],
  "xyz": [[-1.815, 2.275, -1.155], [-2.370, 2.878, 0.169], [-1.660, 2.336, 1.351], [-1.083, 3.200, 2.310], [-0.073, 2.628, 3.083], [-0.130, 1.293, 2.656], [-1.037, 1.243, 1.640], [0.707, 0.137, 3.156], [-2.082, 2.821, -2.010], [-2.145, 1.210, -1.334], [-0.848, 2.263, -1.264], [-3.339, 2.666, 0.191], [-2.267, 4.003, -0.050], [-1.383, 4.364, 2.253], [0.559, 2.984, 3.893], [-1.328, 0.263, 1.053], [1.702, 0.204, 2.848], [0.246, -0.673, 2.674], [0.993, 0.123, 4.218], [4.318, -0.347, 4.701], [4.749, 0.460, 3.675], [4.210, 1.802, 3.678], [3.395, 2.264, 4.640], [2.889, 1.368, 5.535], [3.441, 0.107, 5.628], [5.430, 0.006, 3.022], [4.482, 2.377, 2.917], [3.244, 3.210, 4.724], [2.215, 1.755, 6.152], [3.292, -0.642, 6.381], [5.447, 1.497, -0.661], [4.475, 2.219, -0.026], [3.216, 1.681, 0.304], [2.906, 0.464, -0.183], [3.862, -0.218, -0.869], [5.134, 0.379, -1.049], [4.450, 3.204, 0.379], [2.415, 2.203, 0.803], [1.996, -0.033, 0.042], [3.795, -1.239, -1.242], [5.883, -0.199, -1.604], [-5.189, 5.831, -2.486], [-5.956, 6.954, -2.899], [-6.358, 7.042, -4.229], [-5.888, 6.073, -5.149], [-5.133, 5.027, -4.758], [-4.812, 4.926, -3.459], [-6.386, 7.410, -2.026], [-6.996, 7.906, -4.409], [-6.350, 6.087, -6.123], [-4.755, 4.231, -5.639], [-4.028, 4.058, -3.420], [3.434, -3.769, 0.762], [4.033, -5.135, 0.537], [3.230, -6.205, 0.068], [1.895, -5.977, -0.223], [1.286, -4.801, 0.051], [1.977, -3.698, 0.563], [1.302, -2.493, 0.754], [3.813, -7.448, -0.126], [3.953, -2.964, 1.184], [5.173, -5.234, 0.469], [1.133, -6.566, -0.699], [0.272, -4.852, -0.461], [0.717, -2.459, -0.029], [3.787, -7.851, -1.069], [-3.006, -6.585, 1.364], [-2.884, -5.109, 1.112], [-2.421, -4.214, 2.152], [-1.902, -4.839, 3.298], [-1.999, -6.292, 3.532], [-2.514, -7.157, 2.508], [-2.605, -8.449, 2.818], [-2.254, -2.895, 2.030], [-3.496, -7.126, 0.440], [-3.236, -4.673, 0.160], [-1.256, -4.127, 3.932], [-1.660, -6.324, 4.483], [-3.103, -8.845, 2.324], [-1.879, -2.489, 1.156], [-1.545, 1.326, -5.270], [-0.965, 0.398, -4.157], [0.062, 0.883, -3.348], [0.582, 2.205, -3.608], [-0.034, 3.011, -4.514], [-1.084, 2.618, -5.367], [-1.792, 3.419, -6.188], [0.650, 0.104, -2.299], [-2.309, 0.855, -5.738], [-1.490, -0.521, -4.183], [1.292, 2.660, -3.051], [0.326, 4.048, -4.576], [-1.548, 4.129, -6.814], [0.028, -0.637, -2.010]],
  "mulliken_charge": [-1.629, -0.451, 0.519, -0.699, -0.218, 0.286, -0.176, -0.668, 0.594, 0.298, 0.731, 0.230, 0.366, 0.289, 0.421, 0.231, 0.155, 0.383, 0.314, -0.552, -0.464, -0.447, -0.801, -0.582, -0.265, 0.535, 0.728, 0.812, 0.610, 0.449, -0.570, -0.610, -0.162, 0.239, -0.494, -0.372, 0.428, 0.393, 0.378, 0.379, 0.386, -0.483, -0.303, -0.356, -0.278, -0.253, 0.376, 0.381, 0.345, 0.366, 0.147, 0.053, -0.655, -0.434, 0.144, -0.386, -0.014, 0.050, 0.047, -0.569, 0.698, 0.298, 0.351, 0.097, 0.042, 0.340, -0.584, -0.447, 0.367, -0.200, -0.577, 0.693, -0.439, -0.519, 0.194, 0.368, 0.213, 0.453, 0.225, 0.249, -0.500, -0.538, 0.127, -0.609, -0.238, 0.034, -0.515, -0.226, 0.526, 0.416, 0.671, 0.313, 0.319, 0.224],
  "lumo_energy_ev": -2.830,
  "e_homo_ev": -10.152,
  "homo_lumo_gap_ev": 7.322,
  "mol_weight_da": 678.8,
  "charge": 1,
  "energy_ev": -60873.4170
}

---

{
  "formula": "C39H45AsO3P2PtSTe",
  "method": "ωB97M-V with the def2-TZVPD basis set",
  "species": ["Pt", "C", "C", "O", "P", "O", "Te", "O", "C", "C", "H", "H", "H", "H", "H", "H", "H", "H", "H", "H", "C", "C", "C", "C", "C", "C", "C", "C", "C", "C", "C", "C", "C", "C", "H", "H", "H", "H", "H", "H", "H", "H", "H", "H", "H", "C", "C", "C", "C", "C", "C", "P", "C", "C", "C", "C", "C", "C", "C", "C", "C", "C", "C", "C", "H", "H", "H", "H", "H", "H", "H", "H", "H", "H", "H", "H", "H", "H", "H", "C", "As", "C", "C", "S", "H", "H", "H", "H", "H", "H", "H", "H", "H"],
  "xyz": [[0.966, 0.229, 0.043], [6.753, 0.954, 1.975], [5.840, -0.160, 2.427], [4.534, 0.377, 2.666], [3.216, -0.179, 1.966], [2.100, 0.793, 2.176], [3.579, -0.622, -0.356], [2.841, -1.539, 2.711], [3.522, -2.786, 2.502], [2.505, -3.848, 2.162], [7.781, 0.596, 1.917], [6.713, 1.783, 2.680], [6.452, 1.318, 0.993], [6.179, -0.608, 3.364], [5.789, -0.949, 1.669], [4.067, -3.013, 3.422], [4.240, -2.680, 1.683], [1.755, -3.937, 2.947], [3.004, -4.810, 2.042], [2.001, -3.598, 1.228], [-0.071, -6.196, -3.094], [0.225, -5.132, -3.932], [0.357, -3.856, -3.409], [0.182, -3.601, -2.048], [-0.091, -4.687, -1.214], [-0.219, -5.965, -1.732], [0.381, -2.214, -1.576], [0.001, -1.599, -0.451], [-0.934, -2.207, 0.513], [-0.744, -2.108, 1.890], [-1.617, -2.730, 2.773], [-2.712, -3.442, 2.299], [-2.943, -3.504, 0.928], [-2.070, -2.884, 0.051], [-0.168, -7.198, -3.492], [0.362, -5.297, -4.993], [0.605, -3.030, -4.067], [-0.192, -4.536, -0.147], [-0.429, -6.789, -1.064], [1.011, -1.646, -2.262], [0.105, -1.550, 2.277], [-1.434, -2.657, 3.838], [-3.387, -3.931, 2.990], [-3.801, -4.040, 0.544], [-2.245, -2.938, -1.017], [2.912, 2.163, -5.716], [1.565, 2.506, -5.688], [0.805, 2.238, -4.565], [1.379, 1.621, -3.451], [2.725, 1.289, -3.486], [3.491, 1.559, -4.615], [0.370, 1.346, -1.946], [-1.156, 0.640, -2.632], [-2.343, 0.769, -1.917], [-3.494, 0.122, -2.336], [-3.464, -0.681, -3.468], [-2.282, -0.827, -4.178], [-1.134, -0.167, -3.766], [-0.053, 3.069, -1.492], [-1.112, 3.771, -2.060], [-1.367, 5.084, -1.689], [-0.557, 5.710, -0.752], [0.506, 5.018, -0.189], [0.752, 3.703, -0.551], [3.505, 2.373, -6.596], [1.108, 2.983, -6.545], [-0.243, 2.510, -4.554], [3.187, 0.841, -2.622], [4.540, 1.297, -4.625], [-2.342, 1.375, -1.017], [-4.414, 0.234, -1.774], [-4.360, -1.193, -3.794], [-2.250, -1.463, -5.053], [-0.217, -0.291, -4.326], [-1.749, 3.296, -2.796], [-2.195, 5.618, -2.137], [-0.757, 6.732, -0.458], [1.137, 5.493, 0.549], [1.567, 3.162, -0.079], [-3.731, -0.027, 1.047], [-2.850, 1.497, 1.801], [-3.404, 1.522, 3.646], [-3.728, 3.043, 1.049], [-0.765, 1.555, 1.689], [-4.806, 0.155, 1.031], [-3.500, -0.891, 1.667], [-3.356, -0.208, 0.043], [-4.488, 1.605, 3.718], [-2.924, 2.371, 4.129], [-3.062, 0.602, 4.118], [-4.776, 3.036, 1.348], [-3.651, 3.044, -0.036], [-3.229, 3.930, 1.440]],
  "lowdin_spin": [0.993, 0.002, 0.010, 0.004, 0.021, 0.074, 0.226, 0.003, 0.003, 0.000, 0.000, 0.000, 0.002, 0.000, 0.009, 0.000, 0.004, 0.000, 0.000, 0.000, -0.003, 0.001, -0.002, 0.005, -0.003, 0.000, 0.016, 0.188, 0.034, 0.024, -0.001, 0.015, 0.000, 0.016, 0.000, 0.000, 0.000, 0.000, 0.000, 0.003, 0.007, 0.000, 0.001, 0.000, 0.000, 0.000, 0.002, 0.006, 0.025, 0.003, 0.000, 0.114, 0.007, 0.005, 0.000, 0.006, -0.001, 0.005, 0.025, 0.006, 0.001, 0.002, 0.000, 0.014, 0.000, 0.000, 0.000, 0.002, 0.000, 0.000, 0.000, 0.000, 0.000, 0.000, 0.000, 0.000, 0.000, 0.000, 0.008, 0.002, 0.019, 0.007, 0.001, 0.084, 0.000, 0.000, 0.000, 0.001, 0.001, 0.000, 0.000, 0.000, 0.000],
  "lumo_energy_ev": [0.507, -0.384],
  "e_homo_ev": [-6.106, -7.098],
  "s2": 2.01,
  "multiplicity": 3,
  "homo_lumo_gap_ev": [6.613, 6.714],
  "mol_weight_da": 1053.4,
  "charge": 0,
  "energy_ev": -148109.0489
}

---

{
  "formula": "C39H45Cl3KN5O3P",
  "method": "ωB97M-V with the def2-TZVPD basis set",
  "species": ["K", "C", "N", "C", "C", "C", "C", "C", "C", "C", "N", "C", "C", "C", "C", "C", "C", "N", "C", "C", "H", "H", "H", "H", "H", "H", "H", "H", "H", "H", "H", "H", "H", "H", "H", "H", "H", "H", "H", "H", "Cl", "C", "C", "C", "Cl", "C", "O", "C", "Cl", "C", "H", "H", "C", "P", "C", "C", "C", "C", "C", "C", "C", "H", "H", "H", "H", "H", "H", "H", "H", "H", "H", "H", "C", "C", "O", "C", "C", "C", "C", "C", "C", "H", "H", "H", "H", "H", "H", "H", "H", "N", "C", "N", "O", "H", "H", "H", "H"],
  "xyz": [[0.946, 0.269, 0.376], [3.618, -2.399, 0.695], [2.646, -1.873, 1.631], [3.231, -0.825, 2.464], [1.931, -2.835, 2.404], [2.383, -4.135, 2.564], [1.671, -5.076, 3.307], [0.483, -4.686, 3.904], [0.009, -3.391, 3.753], [0.696, -2.418, 2.994], [0.205, -1.182, 2.703], [-0.665, -0.567, 3.558], [-0.546, -0.623, 4.961], [-1.350, 0.117, 5.813], [-2.334, 0.945, 5.297], [-2.502, 1.004, 3.913], [-1.697, 0.279, 3.040], [-1.848, 0.390, 1.633], [-2.749, 1.422, 1.159], [-2.150, -0.863, 0.942], [4.502, -2.840, 1.189], [3.962, -1.585, 0.056], [3.154, -3.170, 0.077], [4.048, -1.224, 3.087], [2.460, -0.410, 3.111], [3.632, -0.033, 1.830], [3.313, -4.431, 2.095], [2.043, -6.088, 3.410], [-0.096, -5.398, 4.481], [-0.938, -3.114, 4.199], [0.237, -1.251, 5.372], [-1.196, 0.052, 6.884], [-2.978, 1.524, 5.947], [-3.289, 1.628, 3.512], [-3.808, 1.172, 1.351], [-2.607, 1.525, 0.086], [-2.534, 2.377, 1.635], [-3.198, -1.161, 1.110], [-1.494, -1.654, 1.292], [-2.007, -0.713, -0.131], [-1.937, 3.988, -6.606], [-1.552, 3.174, -5.105], [-0.262, 3.212, -4.610], [0.024, 2.572, -3.420], [1.677, 2.574, -2.857], [-0.934, 1.868, -2.621], [-0.664, 1.309, -1.523], [-2.229, 1.850, -3.238], [-3.474, 0.923, -2.447], [-2.539, 2.479, -4.425], [0.522, 3.727, -5.147], [-3.543, 2.418, -4.821], [2.369, -2.219, -3.435], [0.978, -1.726, -2.333], [-0.275, -1.274, -3.596], [0.370, -3.364, -1.775], [0.219, -3.546, -0.404], [-0.231, -4.755, 0.116], [-0.540, -5.795, -0.745], [-0.400, -5.627, -2.120], [0.052, -4.420, -2.630], [2.069, -2.931, -4.207], [3.166, -2.658, -2.834], [2.760, -1.320, -3.916], [-0.431, -2.061, -4.338], [0.055, -0.363, -4.099], [-1.217, -1.046, -3.096], [0.465, -2.739, 0.278], [-0.320, -4.871, 1.189], [-0.889, -6.741, -0.349], [-0.644, -6.441, -2.793], [0.156, -4.301, -3.703], [0.798, 2.659, 4.106], [0.818, 2.876, 2.624], [1.689, 2.371, 1.932], [-0.244, 3.709, 1.987], [-1.206, 4.371, 2.746], [-2.202, 5.105, 2.121], [-2.248, 5.170, 0.734], [-1.295, 4.508, -0.029], [-0.293, 3.786, 0.595], [1.621, 2.006, 4.382], [-0.148, 2.203, 4.408], [0.890, 3.616, 4.625], [-1.196, 4.290, 3.825], [-2.954, 5.610, 2.713], [-3.037, 5.728, 0.245], [-1.345, 4.527, -1.111], [0.425, 3.245, -0.006], [3.710, 3.095, -0.113], [4.076, 1.957, -0.785], [4.857, 2.168, -1.897], [3.750, 0.835, -0.430], [3.580, 3.921, -0.675], [2.991, 2.941, 0.585], [5.409, 3.005, -1.957], [5.251, 1.333, -2.294]],
  "mulliken_charge": [-0.406, -1.222, 1.560, -0.893, -0.504, 0.031, -0.917, -0.889, -0.699, -0.392, 1.615, -0.763, -0.474, -0.948, -1.028, -0.136, 0.241, 1.551, -0.602, -0.636, 0.378, 0.010, 0.406, 0.252, 0.125, 0.179, 0.345, 0.363, 0.339, 0.418, 0.449, 0.330, 0.372, 0.384, 0.462, -0.601, 0.077, 0.298, 0.104, -0.050, -0.280, 0.178, -0.758, 0.519, -0.185, -1.097, 0.525, 0.657, -0.221, -0.692, 0.446, 0.419, -1.448, 1.600, -1.327, -0.303, 0.447, -0.528, -0.672, -0.771, -0.342, 0.378, 0.332, 0.432, 0.509, 0.430, 0.166, 0.140, 0.312, 0.382, 0.366, 0.253, -1.453, 0.495, -0.572, 0.889, -0.306, -0.830, -0.591, -0.449, 0.171, 0.256, 0.124, 0.597, 0.332, 0.391, 0.389, 0.427, 0.129, -0.260, 0.024, -0.372, -0.311, 0.305, 0.174, 0.196, 0.250],
  "lumo_energy_ev": 1.929,
  "e_homo_ev": -3.389,
  "homo_lumo_gap_ev": 5.317,
  "mol_weight_da": 808.3,
  "charge": -1,
  "energy_ev": -117953.5156
}